5
Properties=species:S:1:pos:R:3:forces:R:3 method="wB97M-V/def2-TZVPD" total_energy_ha=-772.41635 e_homo_ev="-8.504 / -8.503" fmax_ev_per_a=4.7 charge=0 homo_lumo_gap_ev="7.2 / 7.2" relative_energy_ev=5.4772
C 0.3986 0.9144 1.5710 -2.655 3.587 1.337
C -0.5891 2.5384 2.0250 2.573 -2.518 -0.971
S -0.5703 0.6957 0.2517 0.764 -2.018 -0.597
I -2.1540 2.0192 3.1947 -0.151 -0.284 0.296
H -0.0381 -0.5644 -0.1171 -0.530 1.233 -0.064